Computed, not measured: C55H73AsBBrN8O3S4Sc as an isolated structure, with ωB97M-V/def2-TZVPD.

The geometry in XYZ format:
```
147
Properties=species:S:1:pos:R:3:lowdin_charge:R:1
Sc 0.38 0.34 -0.41 0.475
O 0.98 4.05 -2.78 0.048
C -0.16 4.73 -2.51 -0.256
C -0.46 5.85 -3.26 -0.003
C -1.60 6.59 -2.97 -0.077
C -2.44 6.21 -1.93 -0.094
C -2.14 5.08 -1.20 -0.049
C -1.01 4.33 -1.47 -0.104
C -0.64 3.15 -0.59 -0.382
O -0.09 2.08 -1.28 -0.346
N 0.35 3.62 0.39 0.039
N 1.32 2.78 0.75 -0.053
C 2.13 3.12 1.68 -0.233
C 3.30 2.31 1.96 -0.633
Br 3.88 1.30 0.46 0.899
C 3.99 2.27 3.09 -0.092
C 3.56 2.91 4.34 -0.220
C 2.22 2.93 4.73 -0.048
C 1.84 3.52 5.92 -0.074
C 2.78 4.10 6.75 -0.082
C 4.12 4.08 6.38 -0.075
C 4.51 3.48 5.20 -0.033
H 0.95 3.22 -2.26 0.058
H 0.21 6.14 -4.06 0.120
H -1.83 7.47 -3.56 0.106
H -3.33 6.79 -1.71 0.101
H -2.79 4.76 -0.39 0.109
H -1.55 2.84 -0.05 0.116
H 0.11 4.39 1.00 0.157
H 2.00 4.04 2.24 0.141
H 4.94 1.74 3.11 0.107
H 1.49 2.43 4.10 0.077
H 0.79 3.51 6.21 0.100
H 2.48 4.57 7.68 0.104
H 4.87 4.52 7.03 0.106
H 5.56 3.46 4.92 0.116
C 6.11 -3.50 0.66 -0.025
C 5.57 -2.07 0.61 -0.538
C 6.52 -1.13 1.35 -0.038
C 5.49 -1.65 -0.86 -0.088
N 4.24 -2.09 1.33 0.012
C 4.24 -2.46 2.66 -0.041
C 2.98 -2.77 3.00 -0.035
N 2.19 -2.59 1.88 0.033
B 0.77 -3.22 1.86 -0.565
N 0.42 -3.89 0.51 0.036
C 0.79 -5.20 0.30 -0.032
C 0.20 -5.62 -0.84 -0.026
N -0.54 -4.56 -1.34 0.021
C -0.36 -3.49 -0.51 -0.617
S -1.07 -1.94 -0.64 0.744
C -1.54 -4.69 -2.45 -0.536
C -1.19 -3.71 -3.57 -0.036
C -1.47 -6.11 -3.01 -0.050
C -2.94 -4.44 -1.90 -0.030
N -0.38 -2.33 2.43 0.046
C -1.48 -2.96 2.97 -0.031
C -2.29 -2.02 3.49 -0.044
N -1.68 -0.79 3.28 0.012
C -0.51 -1.01 2.61 -0.618
S 0.61 0.21 2.15 0.749
C -2.13 0.48 3.93 -0.525
C -3.57 0.28 4.42 -0.041
C -1.22 0.75 5.13 -0.020
C -2.13 1.67 2.96 -0.050
C 2.96 -2.13 0.87 -0.625
S 2.33 -1.64 -0.66 0.627
H 7.05 -3.55 0.12 0.093
H 5.40 -4.19 0.18 0.095
H 6.28 -3.84 1.68 0.083
H 7.49 -1.17 0.87 0.096
H 6.65 -1.41 2.39 0.076
H 6.16 -0.10 1.31 0.037
H 6.51 -1.65 -1.24 0.099
H 5.08 -0.65 -0.99 0.018
H 4.90 -2.35 -1.44 0.056
H 5.14 -2.50 3.25 0.120
H 2.57 -3.12 3.93 0.129
H 0.83 -4.13 2.64 0.126
H 1.42 -5.73 0.99 0.128
H 0.24 -6.58 -1.32 0.115
H -0.23 -3.98 -4.01 0.088
H -1.14 -2.69 -3.20 0.024
H -1.95 -3.77 -4.35 0.099
H -0.49 -6.35 -3.41 0.092
H -2.19 -6.18 -3.82 0.096
H -1.75 -6.85 -2.26 0.091
H -3.06 -3.43 -1.52 0.037
H -3.15 -5.15 -1.09 0.097
H -3.67 -4.61 -2.69 0.094
H -1.59 -4.03 2.94 0.133
H -3.23 -2.13 4.00 0.114
H -3.64 -0.47 5.21 0.086
H -4.23 -0.01 3.60 0.086
H -3.92 1.22 4.83 0.094
H -1.26 -0.08 5.84 0.096
H -1.53 1.66 5.63 0.096
H -0.19 0.87 4.79 0.051
H -2.48 1.37 1.98 0.049
H -1.13 2.09 2.84 0.043
H -2.79 2.44 3.35 0.094
C 3.35 -1.59 -4.04 -0.165
C 1.84 -1.70 -3.87 -0.430
As 1.01 -0.06 -3.18 1.193
C -0.71 0.04 -4.12 -0.427
C -0.69 -0.25 -5.61 -0.150
C 1.96 1.35 -4.14 -0.399
C 3.18 1.87 -3.38 -0.159
H 3.77 -2.56 -4.33 0.079
H 3.84 -1.28 -3.12 0.020
H 3.61 -0.88 -4.83 0.067
H 1.58 -2.49 -3.17 0.017
H 1.38 -1.93 -4.83 0.058
H -1.04 1.07 -3.92 0.057
H -1.41 -0.61 -3.59 0.020
H 0.06 0.34 -6.13 0.068
H -1.66 -0.03 -6.07 0.073
H -0.48 -1.31 -5.80 0.056
H 1.24 2.15 -4.29 0.061
H 2.24 0.97 -5.12 0.069
H 2.91 2.21 -2.37 0.031
H 3.62 2.72 -3.90 0.083
H 3.95 1.10 -3.26 0.057
O -1.94 0.55 -0.11 -0.675
S -2.95 0.49 -1.25 1.022
C -4.20 -0.66 -0.69 -0.393
C -4.16 -1.15 0.60 -0.092
C -5.13 -2.05 1.01 -0.058
C -6.13 -2.45 0.12 -0.066
C -6.16 -1.94 -1.17 -0.065
C -5.19 -1.04 -1.58 -0.071
C -3.96 1.95 -1.22 -0.378
C -4.12 2.61 -2.43 -0.071
C -4.96 3.71 -2.50 -0.063
C -5.60 4.15 -1.36 -0.064
C -5.42 3.50 -0.14 -0.059
C -4.61 2.38 -0.07 -0.061
H -3.35 -0.86 1.26 0.081
H -5.11 -2.46 2.01 0.104
H -6.89 -3.15 0.44 0.109
H -6.93 -2.25 -1.86 0.111
H -5.20 -0.64 -2.59 0.119
H -3.58 2.26 -3.31 0.114
H -5.09 4.23 -3.44 0.117
H -6.25 5.01 -1.41 0.113
H -5.93 3.85 0.74 0.113
H -4.49 1.84 0.86 0.110
```

Calculated values
energy relative to the best compared isomer or geometry (same formula, charge and spin): 4.8 kcal/mol
electronic energy: -271885.0669 eV
Kohn-Sham gap: 7.872 eV
lowest unoccupied orbital energy: -0.0638 Eh
multiplicity: 1
charge: +1